[1]
Density functional theory data (ωB97M-V with the def2-TZVPD basis set) for a molecular structure, C18H18ClF5N2NiOS2Se4Te.

Geometry as ORCA input:
```
! RIJCOSX wB97M-V def2-TZVPD def2/J DEFGRID3
* xyz -2 1
Ni 0.53009 1.56940 0.85571
Se 0.73564 1.85655 3.31438
Se 2.30825 3.60428 3.05084
Te 2.96445 2.38105 0.92889
Se 3.61788 4.19976 -0.60691
N -1.64152 3.12236 -1.82947
C -0.58771 3.71143 -1.22335
N 0.43242 4.09511 -2.00588
S -0.57175 4.01286 0.43835
H -1.47890 2.74459 -2.75116
H -2.21446 2.52387 -1.23619
H 0.54641 3.64482 -2.90363
H 1.30215 4.33292 -1.52862
F 0.74684 -7.72692 0.27127
C 0.94536 -6.47954 0.75133
C 2.20415 -5.90878 0.73705
F 3.23956 -6.61664 0.23816
C 2.39651 -4.63203 1.23089
F 3.65256 -4.15977 1.18379
C 1.36631 -3.84953 1.76401
Se 1.64640 -2.11150 2.44650
C 0.11310 -4.47047 1.75403
F -0.96796 -3.82993 2.24049
C -0.10539 -5.74534 1.26743
F -1.34060 -6.28939 1.29075
Cl -1.36541 -0.14982 -2.93373
C 0.15788 0.68181 -3.17077
C 0.39437 1.19013 -4.44192
C 1.60125 1.80633 -4.73185
C 2.57337 1.86499 -3.73795
C 2.31363 1.35504 -2.48257
C 1.07847 0.78996 -2.11672
C 0.83864 0.33534 -0.73856
H -0.37194 1.07960 -5.19900
H 1.78361 2.21144 -5.71943
H 3.53228 2.33076 -3.92741
H 3.09010 1.42034 -1.73307
H 1.72614 -0.16485 -0.34446
H 0.01164 -0.37197 -0.69403
O -2.47356 0.79199 -0.12517
S -1.61325 0.86875 1.09350
C -2.59742 1.80521 2.28357
C -3.63466 0.79783 2.75449
C -2.83205 -0.45479 3.11311
C -1.83026 -0.69498 1.98121
H -2.96645 2.67647 1.74769
H -1.92888 2.12346 3.08289
H -4.33030 0.58083 1.93939
H -4.20744 1.18222 3.60071
H -3.46661 -1.32926 3.26245
H -2.28177 -0.28063 4.04080
H -2.19422 -1.37665 1.21196
H -0.84697 -1.04872 2.30617
*
```

Summary:
- E_HOMO (alpha / beta): -1.66 / -1.66 eV
- Energy relative to the best compared isomer or geometry (same formula, charge and spin): 8.7 kcal per mole
- LUMO level (alpha / beta): 4.252 / 4.252 eV
- HOMO-LUMO gap (alpha / beta): 5.92 / 5.91 eV

natural (NBO) atomic charge list, values in e, 2 entries: number 1, Ni, carries 0.575; number 2, Se, carries -0.572

[2]
Density functional theory data (ωB97M-V with the def2-TZVPD basis set) for a molecular structure, C32H48MoN3O2S2Se.

Geometry as ORCA input:
```
! RIJCOSX wB97M-V def2-TZVPD def2/J DEFGRID3
* xyz 3 1
Mo -1.80868 0.11435 -1.53728
C 3.64128 -3.44161 2.89564
C 3.62207 -3.47135 1.35945
C 3.69803 -4.93017 0.86462
C 4.84982 -2.71992 0.83647
C 2.31769 -2.87346 0.86402
C 2.29238 -1.82596 -0.06287
C 1.07549 -1.32318 -0.44906
Se 0.92781 0.16923 -1.67682
C 0.97233 1.59362 -0.34557
C 2.16104 2.11377 0.07333
C 2.14697 3.20530 0.96185
C 0.90754 3.76923 1.26419
C -0.32286 3.30620 0.80357
C -0.27873 2.14678 0.00589
O -1.30844 1.48764 -0.54934
C -1.59377 4.06232 1.20335
C -1.71702 4.06982 2.73494
C -1.44481 5.50707 0.68483
C -2.88216 3.48148 0.61606
C 3.42143 3.77390 1.54920
C 3.28880 3.73197 3.08756
C 3.59439 5.22744 1.08051
C 4.65769 2.96304 1.15328
C -0.14381 -1.83011 0.01787
O -1.21302 -1.16980 -0.50086
C -0.15399 -2.89783 0.93193
C 1.09396 -3.37277 1.31929
C -1.45314 -3.52530 1.44318
C -1.17586 -4.60087 2.49684
C -2.16498 -4.19432 0.25534
C -2.36125 -2.46615 2.09063
H 4.60366 -3.80408 3.25502
H 2.86893 -4.07727 3.32990
H 3.50109 -2.42593 3.27135
H 4.61963 -5.38368 1.22793
H 3.70191 -4.96857 -0.22603
H 2.86014 -5.52502 1.23037
H 5.74852 -3.19764 1.22268
H 4.86187 -1.68132 1.17757
H 4.91457 -2.74889 -0.25304
H 3.20568 -1.40541 -0.46042
H 3.09599 1.71559 -0.29959
H 0.89736 4.64299 1.90060
H -0.83176 4.48994 3.21035
H -1.86954 3.06055 3.12165
H -2.56955 4.68199 3.02900
H -0.63031 6.03453 1.17942
H -2.36304 6.05775 0.88958
H -1.26503 5.52745 -0.39170
H -3.07167 2.46664 0.97243
H -2.87414 3.50188 -0.47639
H -3.72038 4.09405 0.94574
H 2.48256 4.37311 3.44442
H 4.21691 4.08086 3.53851
H 3.10273 2.71291 3.43182
H 2.76996 5.86121 1.40964
H 3.65666 5.28151 -0.00794
H 4.51527 5.63614 1.49480
H 4.57816 1.92400 1.48212
H 5.53504 3.39233 1.63385
H 4.84238 2.99287 0.07667
H 1.11234 -4.18979 2.02534
H -0.60869 -5.43648 2.08458
H -2.12557 -4.99967 2.85194
H -0.64702 -4.19840 3.36207
H -1.53895 -4.97358 -0.18174
H -2.41132 -3.47485 -0.52414
H -3.09395 -4.65380 0.59417
H -1.85824 -1.98552 2.93080
H -3.26329 -2.94636 2.46858
H -2.67959 -1.69653 1.38756
S -3.00133 3.04290 -4.92338
C -2.60479 2.04418 -3.82194
N -2.30811 1.25134 -2.93659
C -3.75904 -2.53589 -6.57899
N -3.22204 -2.22027 -5.24505
C -3.74384 -1.50290 -4.27704
S -2.90572 -1.67929 -2.71544
N -4.82372 -0.75456 -4.33194
C -5.67327 -0.43841 -5.49039
H -3.01929 -3.13830 -7.09622
H -3.93430 -1.64005 -7.16623
H -4.67793 -3.11345 -6.49722
H -2.40244 -2.74753 -4.98336
H -5.13513 -0.37580 -3.45231
H -6.15007 -1.32639 -5.89733
H -5.09902 0.06409 -6.26535
H -6.45548 0.23445 -5.15279
*
```

Summary:
- E_HOMO (alpha / beta): -16.48 / -16.48 eV
- LUMO level (alpha / beta): -11.641 / -11.643 eV
- HOMO-LUMO gap (alpha / beta): 4.84 / 4.83 eV

Mulliken atomic charge list, values in e, 2 entries: number 1, Mo, carries 1.801; number 2, C, carries -1.563

[3]
Density functional theory data (ωB97M-V with the def2-TZVPD basis set) for a molecular structure, C27H40Cl3N2OPdSbSi3.

Geometry as ORCA input:
```
! RIJCOSX wB97M-V def2-TZVPD def2/J DEFGRID3
* xyz 0 3
Pd -0.26885 0.56975 0.35581
Cl -2.30430 -8.05336 -4.33003
C -1.52217 -6.75342 -3.63222
C -1.55435 -5.49360 -4.22212
C -1.14888 -4.40574 -3.53676
Cl -1.18190 -2.90934 -4.37310
C -0.68847 -4.44069 -2.12630
O -0.39506 -3.43113 -1.46491
C -0.52568 -5.82312 -1.65143
Cl 0.06627 -6.09329 -0.07167
C -0.92360 -6.91512 -2.40379
H -1.74285 -5.36751 -5.28499
H -0.75784 -7.90058 -1.97855
C 1.43708 0.03917 -2.24197
N 0.20730 0.55622 -1.65753
C -0.74801 0.94217 -2.45419
C -1.90492 1.50067 -1.81811
C -3.22664 1.84242 -2.35282
C -3.91843 2.42305 -1.28535
C -3.00986 2.41029 -0.20791
N -1.87644 1.75688 -0.47746
C 2.30887 1.05125 -2.96528
C 3.39139 0.55162 -3.64471
C 4.15469 1.33271 -4.49049
C 3.79295 2.70140 -4.61567
C 2.80185 3.22058 -3.73661
C 2.03330 2.37295 -2.97366
H 1.21222 -0.78721 -2.98431
H 2.03473 -0.44913 -1.46298
H -0.60179 0.87176 -3.51664
H -3.53607 1.54584 -3.34011
H -4.87934 2.92226 -1.33253
H -3.19907 2.79725 0.76999
H 3.62736 -0.46530 -3.48083
H 4.96537 0.95722 -5.11354
H 4.31085 3.36737 -5.30954
H 2.55113 4.28283 -3.59171
H 1.18693 2.75060 -2.35258
C 1.48048 3.62746 5.12177
Si 0.00971 3.69351 4.02369
C -1.37781 2.53943 4.55154
C -0.73173 5.42394 4.15326
Sb 0.09894 2.99867 1.55949
Si -1.72676 -1.25373 1.19260
C -0.90515 -2.85916 1.74266
C -2.66817 -0.54809 2.60882
C -2.84855 -1.61439 -0.24082
Si 1.72428 -0.26905 1.30169
C 1.56342 -0.01003 3.23359
C 3.10031 0.92768 0.81405
C 2.30380 -1.96404 0.76633
H 2.31595 4.22619 4.71942
H 1.88650 2.64596 5.30899
H 1.23702 4.08608 6.07622
H -2.22584 2.67822 3.85041
H -1.71604 2.74892 5.55570
H -1.12033 1.46758 4.46389
H -0.78956 5.65298 5.22536
H -1.67951 5.52660 3.63193
H -0.03414 6.12025 3.70033
H -0.20316 -2.62410 2.53894
H -0.33913 -3.49995 1.04336
H -1.66066 -3.49411 2.19007
H -2.40553 -1.11970 3.50242
H -3.70083 -0.71045 2.38502
H -2.48444 0.51514 2.78726
H -3.23081 -2.63829 -0.11329
H -2.27762 -1.61546 -1.21683
H -3.75006 -0.93410 -0.30078
H 2.15946 0.83623 3.52385
H 1.81016 -0.85022 3.88057
H 0.52571 0.15734 3.47052
H 3.42641 1.54916 1.65225
H 2.84289 1.68034 0.03868
H 3.99029 0.39205 0.47572
H 3.29356 -2.16466 1.19041
H 2.28251 -2.07214 -0.30489
H 1.65664 -2.72980 1.25242
*
```

Summary:
- E_HOMO (alpha / beta): -5.69 / -5.69 eV
- Energy relative to the best compared isomer or geometry (same formula, charge and spin): 84.6 kcal per mole
- LUMO level (alpha / beta): -2.993 / -3.579 eV
- <S²>: 2.09
- HOMO-LUMO gap (alpha / beta): 2.69 / 2.11 eV

Mulliken atomic charge list, values in e, 2 entries: number 1, Pd, carries -0.662; number 2, Cl, carries -0.262

[4]
Density functional theory data (ωB97M-V with the def2-TZVPD basis set) for a gas-phase ion, C6H11O6 (charge +1).

Geometry as ORCA input:
```
! RIJCOSX wB97M-V def2-TZVPD def2/J DEFGRID3
* xyz 1 3
C -0.60566 1.01346 1.06841
C -1.45731 -0.17087 0.50402
C 0.90905 0.85120 0.78546
C -1.01255 -0.66292 -0.83782
C 1.18587 0.67458 -0.71271
C 0.44181 -1.85544 -0.75947
O -1.08899 2.25227 0.66172
O -1.42345 -1.27310 1.38377
O 1.47551 -0.26161 1.42209
O 0.78129 1.75864 -1.41661
O 0.63081 -2.82676 -1.60125
O 0.39716 -0.48541 -1.26336
H -0.73889 0.98741 2.15929
H -2.48442 0.20670 0.38516
H 1.40170 1.78928 1.07962
H -1.67262 -0.74456 -1.68338
H 2.22778 0.36400 -0.87151
H 0.74436 -1.98735 0.26979
H -0.80084 2.46924 -0.23416
H -2.01316 -1.12263 2.13206
H 1.58678 -0.09215 2.36512
H 1.13844 1.78678 -2.31273
H 0.37731 -2.67078 -2.52352
*
```

Summary:
- E_HOMO (alpha / beta): -10.08 / -13.77 eV
- Energy relative to the best compared isomer or geometry (same formula, charge and spin): 18.4 kcal per mole
- LUMO level (alpha / beta): -3.092 / -6.456 eV
- <S²>: 2.01
- HOMO-LUMO gap (alpha / beta): 6.99 / 7.31 eV

natural (NBO) atomic charge list, values in e, 2 entries: number 1, C, carries 0.062; number 2, C, carries -0.048

[5]
Density functional theory data (ωB97M-V with the def2-TZVPD basis set) for a molecular structure, C4H5N3.

Geometry as ORCA input:
```
! RIJCOSX wB97M-V def2-TZVPD def2/J DEFGRID3
* xyz 0 1
C -0.26479 1.67084 -0.39362
C 0.27053 -0.00191 0.55814
C 0.21880 -1.31512 0.75858
C -0.14277 0.22035 -0.72412
H 0.35293 2.18667 -1.04724
H -1.30747 2.00229 -0.35882
H 1.28284 1.53759 1.07352
H 0.25499 -1.94327 1.72726
H -0.06534 -2.92948 -0.79030
N 0.29823 1.37888 1.01254
N -0.33335 -1.89491 -0.41085
N -0.56460 -0.91193 -1.40510
*
```

Summary:
- E_HOMO: -9.03 eV
- Energy relative to the best compared isomer or geometry (same formula, charge and spin): 102.5 kcal per mole
- LUMO level: 1.087 eV
- HOMO-LUMO gap: 10.12 eV

natural (NBO) atomic charge list, values in e, 2 entries: number 1, C, carries -0.232; number 2, C, carries -0.008

[6]
Density functional theory data (ωB97M-V with the def2-TZVPD basis set) for C4H8O2 in the gas phase.

Geometry as ORCA input:
```
! RIJCOSX wB97M-V def2-TZVPD def2/J DEFGRID3
* xyz 0 1
C -2.11991 0.12304 -0.26342
C -0.81970 0.52365 0.37730
C 0.56969 -0.59905 -0.10019
O 1.57882 -0.11422 0.69495
C 2.75495 -0.08232 0.13189
O 2.73648 -0.51735 -0.99068
H -2.50231 -0.81510 0.16191
H -2.88492 0.89067 -0.09226
H -2.03697 -0.02496 -1.34679
H -0.89042 0.67488 1.46298
H -0.42236 1.44974 -0.05575
H -0.13946 -1.17882 0.55781
H 0.52712 -0.58923 -1.17545
H 3.64900 0.25908 0.63768
*
```

Summary:
- SMILES: CCCOC=O
- E_HOMO: -9.08 eV
- Energy relative to the best compared isomer or geometry (same formula, charge and spin): 75.2 kcal per mole
- LUMO level: 0.992 eV
- HOMO-LUMO gap: 10.07 eV

natural (NBO) atomic charge list, values in e, 2 entries: number 1, C, carries -0.639; number 2, C, carries -0.398

[7]
Density functional theory data (ωB97M-V with the def2-TZVPD basis set) for C19H25N3O4 in the gas phase.

Geometry as ORCA input:
```
! RIJCOSX wB97M-V def2-TZVPD def2/J DEFGRID3
* xyz 0 1
C -0.51475 -2.76717 2.01476
H -0.11100 -3.05235 1.03639
O -1.92325 -2.70208 1.97828
C -2.50721 -1.77322 1.17473
C -3.89929 -1.78434 1.13718
C -4.59425 -0.89544 0.34297
C -3.91665 0.03211 -0.44121
C -2.51950 0.05255 -0.40436
C -1.82689 -0.84085 0.39864
H -0.74979 -0.78379 0.42519
C -1.76060 1.06372 -1.23501
C -1.03811 2.00675 -0.35076
N -1.52260 2.96514 0.36513
N -0.48976 3.53872 1.01926
C 0.57886 2.90718 0.67201
O 0.30784 1.91440 -0.20909
C 1.97067 3.14238 1.12642
H 2.63109 3.13228 0.25555
C 2.39273 2.06451 2.13808
H 1.81588 2.18575 3.05546
C 2.11860 0.66154 1.60948
O 1.29276 -0.07448 2.10923
N 2.87295 0.30542 0.55162
H 3.51312 0.96954 0.14665
C 2.72561 -0.96007 -0.13617
C 2.01265 -0.78597 -1.49737
H 1.77146 0.26809 -1.64051
H 1.08035 -1.34692 -1.53350
C 3.00309 -1.26606 -2.56400
H 2.82387 -2.31700 -2.79412
H 2.92048 -0.69714 -3.48874
C 4.37099 -1.11724 -1.90299
H 5.13789 -1.71854 -2.38797
H 4.69015 -0.07336 -1.92655
C 4.09942 -1.56031 -0.46787
H 4.86238 -1.23069 0.23619
H 4.04125 -2.64786 -0.42443
H 2.15535 -1.59645 0.54460
H 3.45400 2.17245 2.36948
H 2.01246 4.12609 1.59296
H -2.47255 1.61993 -1.84328
H -1.03229 0.56125 -1.87479
O -4.52577 0.93165 -1.27472
C -5.92834 1.01335 -1.25688
H -6.18310 1.82377 -1.93852
H -6.39249 0.08624 -1.61068
H -6.30452 1.25154 -0.25722
H -5.67161 -0.93532 0.34288
H -4.42520 -2.50327 1.74483
H -0.06919 -1.82224 2.33306
H -0.27719 -3.54418 2.73972
*
```

Summary:
- SMILES: COc1ccc(OC)c(Cc2nnc(CCC(=O)NC3CCCC3)o2)c1
- E_HOMO: -7.69 eV
- Energy relative to the best compared isomer or geometry (same formula, charge and spin): 67.3 kcal per mole
- LUMO level: 0.505 eV
- HOMO-LUMO gap: 8.19 eV

natural (NBO) atomic charge list, values in e, 2 entries: number 1, C, carries -0.265; number 2, H, carries 0.161

[8]
Density functional theory data (ωB97M-V with the def2-TZVPD basis set) for 2 unconnected molecules or ions with the total composition C3H11NS.

Geometry as ORCA input:
```
! RIJCOSX wB97M-V def2-TZVPD def2/J DEFGRID3
* xyz 0 1
C 4.13544 1.75842 -0.94393
S 2.71532 0.86202 -0.10446
H 3.61855 2.18224 -1.92984
H 4.19439 2.62205 -0.39671
H 4.95949 1.09879 -1.13916
C -2.24510 -1.74039 -0.29044
C -2.29040 -0.43500 0.52804
N -0.90671 -0.02340 1.08627
H -1.64667 -1.60260 -1.16938
H -2.05237 -2.69987 0.25619
H -3.24626 -2.10736 -0.73679
H -2.66263 0.52444 -0.17731
H -2.98530 -0.39857 1.42703
H -0.94304 0.73124 1.71100
H -0.23551 0.12303 0.21550
H -0.40920 -0.89505 1.66398
*
```

Summary:
- E_HOMO: -5.36 eV
- Energy relative to the best compared isomer or geometry (same formula, charge and spin): 97.5 kcal per mole
- LUMO level: -0.636 eV
- HOMO-LUMO gap: 4.73 eV

natural (NBO) atomic charge list, values in e, 2 entries: number 1, C, carries -0.702; number 2, S, carries -0.817

no.,F_max (eV Å⁻¹)
1,0.383
2,2.529
3,2.650
4,5.976
5,4.476
6,7.861
7,1.450
8,5.956